Entry 1:
ORCA calculation (wB97M-V/def2-TZVPD) on C52H42FN6O4PW as an isolated structure.

Structure (XYZ):
```
107
Properties=species:S:1:pos:R:3:forces:R:3:mulliken_charge:R:1
H -5.1680 3.2233 -4.2871 0.0 0.0 0.0 0.297
H -3.2919 -1.1427 4.5526 0.0 0.0 -0.1 0.294
H 2.7449 3.0656 -0.8950 -0.1 0.0 0.0 0.214
N -0.4879 -0.3319 -2.1107 -0.2 0.0 -0.4 0.574
N -0.2973 -0.6200 2.1235 0.0 -0.2 0.3 0.316
H -3.3174 0.9271 -4.2524 0.0 0.0 0.1 0.663
C 3.5282 0.3601 -2.7636 0.0 -0.1 0.0 -0.376
N -1.6880 -0.3422 -2.7350 -0.1 0.1 0.1 0.241
H 4.2948 0.4111 -4.7628 0.0 0.0 0.1 0.482
C -5.6411 2.2909 -3.9698 0.1 -0.1 0.1 -1.665
C 3.4333 3.1260 -2.9298 0.0 0.0 0.0 -0.597
P 2.3568 0.2024 -0.2371 0.6 0.8 0.1 3.016
C 2.6402 2.8808 2.8866 0.0 0.0 -0.1 -0.846
C 0.7786 -0.7489 2.8911 -0.1 -0.1 0.0 -0.620
H 4.5375 -3.7526 1.7758 0.0 0.1 0.0 0.490
H -6.0735 -2.3063 1.5761 0.0 0.0 0.0 0.347
C 0.4467 -0.6568 4.2392 0.2 0.0 0.1 -1.591
C 4.7049 -2.7876 1.3098 0.0 0.0 0.0 -0.990
H 6.8444 -2.9452 1.3665 0.0 0.1 0.0 0.402
C 3.9270 0.9981 -3.9284 0.0 0.0 0.0 -0.803
C -3.0632 -0.7355 1.1841 0.1 0.2 -0.4 0.630
C 3.0728 2.0637 1.8543 0.0 0.1 0.0 -0.448
H 3.6192 -0.7213 -2.6889 -0.1 0.1 0.0 0.459
H 2.6141 -2.3926 1.0706 0.1 0.1 0.0 0.428
O -0.9356 -3.3665 1.4859 -0.2 0.1 0.0 -0.705
H -6.7655 -2.3543 3.8916 0.0 0.0 0.0 0.380
H 1.6290 -2.8196 -1.3992 0.0 0.1 0.0 0.568
O 3.7060 -3.0284 -2.6100 -0.2 0.5 -0.2 -0.630
C -2.6867 -0.7548 2.5323 0.2 -0.1 0.1 0.351
C -1.5571 5.7398 1.0868 0.0 0.0 0.1 0.351
C 0.3556 -0.9587 -2.9193 0.0 0.0 -0.1 -0.152
C 5.1136 -0.3162 0.1012 0.0 -0.1 0.1 -0.744
C 3.0504 1.0993 -1.6771 0.0 -0.2 -0.1 0.594
C -0.8626 3.3933 -0.2708 0.1 0.0 -0.1 -0.237
H -5.9899 -1.2043 4.9817 0.0 0.0 0.0 0.334
C 2.9921 -5.7749 -0.4775 0.2 -0.1 0.0 -0.609
C -2.8497 0.3426 -2.2477 0.2 -0.1 -0.2 -0.649
H -1.5829 -0.3646 5.0790 0.0 0.0 -0.1 0.512
H -1.2162 2.0122 -1.8072 0.0 0.0 -0.1 0.786
H 1.7487 -0.8817 2.4510 0.1 0.1 0.0 0.648
C -3.1716 0.4063 -0.8924 0.1 -0.1 0.4 -0.093
C -0.2538 5.5556 0.6870 0.2 0.0 -0.1 -1.104
H 2.1788 -7.0827 1.0055 0.0 0.0 0.0 0.405
H -2.4510 -1.1053 -4.5560 0.0 0.0 0.1 0.587
C -2.1700 3.6383 0.1485 0.0 0.0 0.1 0.235
F -1.8948 6.8777 1.7418 0.0 0.0 0.0 -0.374
H 5.2838 0.6410 -0.3745 0.0 0.0 0.0 0.516
O -0.2807 -2.0738 -0.2627 0.1 -0.3 0.6 -0.279
H -6.6365 2.5327 -3.5971 0.0 0.0 0.0 0.388
H -4.5335 -1.5202 -0.1419 0.0 0.0 0.0 0.700
C 3.0393 2.4855 -1.7595 0.1 0.1 0.0 -0.775
C 5.9955 -2.3301 1.0913 0.0 0.0 0.0 -0.861
W -0.2719 0.0715 0.0138 -0.1 -0.1 0.1 0.561
H -3.5461 4.9655 1.1609 0.0 0.0 0.0 0.477
C 6.1970 -1.0875 0.5007 -0.1 0.0 0.0 -0.761
C 3.6196 -2.0145 0.9146 0.0 0.0 0.0 -0.250
H 1.1104 -0.6909 5.0888 -0.1 0.0 -0.1 0.489
H 3.8486 -6.3937 -0.7058 0.0 0.0 0.0 0.521
C 0.7362 1.5506 1.2800 0.3 -0.1 -0.2 0.179
C -0.2878 -1.3745 -4.0842 0.1 0.0 -0.1 -2.074
C 3.8106 -0.7804 0.2948 -0.2 -0.3 0.0 0.694
H 0.4914 6.3122 0.9049 -0.1 0.0 0.0 0.462
H 4.1413 2.8822 -4.9412 0.0 0.0 0.1 0.389
H -2.9339 2.9071 -0.0691 0.0 0.0 0.0 0.383
C -1.5893 -0.9690 -3.9249 -0.1 -0.1 0.0 -0.005
C 2.0581 -6.1447 0.4780 -0.1 0.0 0.0 -0.659
H 0.2617 -5.5740 1.5388 0.1 0.0 0.0 0.541
C -4.8177 1.6080 -2.9052 -0.1 0.1 -0.1 0.397
C -5.1444 -1.8280 1.8685 -0.1 0.0 -0.1 -1.107
C 2.8173 -4.5736 -1.1377 -0.1 0.1 0.0 -0.344
H -5.7514 1.6601 -4.8544 0.0 0.0 0.0 0.377
H 3.3603 3.3937 3.5136 0.0 0.0 0.0 0.400
H 7.2034 -0.7191 0.3404 0.0 0.0 0.0 0.420
C -0.2587 -3.1272 0.5056 0.3 0.4 -0.4 -0.198
C 0.3351 2.3816 2.3292 -0.2 0.0 0.0 0.376
C 0.8248 -4.1099 0.1007 0.0 0.0 -0.1 0.112
C -3.5869 -1.1717 3.5105 0.1 0.0 0.2 -1.192
C -5.8075 -2.0456 4.3096 0.1 0.0 0.0 -1.537
C -3.6468 0.9524 -3.2183 0.1 0.0 -0.2 -0.836
H -4.6499 1.1728 0.4449 0.0 0.0 0.0 0.632
C -4.2703 -1.3890 0.8980 -0.1 -0.1 0.0 -0.320
N 3.8347 -4.1256 -2.1133 -0.3 -0.3 0.3 1.144
N -1.3457 -0.4806 2.9653 -0.2 0.2 -0.1 0.344
C -0.9116 -0.4802 4.2463 -0.1 0.0 0.0 -0.279
C 0.0770 4.3873 0.0103 0.1 0.1 0.0 0.134
H 0.4647 2.3248 -1.5120 0.2 -0.1 -0.1 0.557
H 3.4050 4.2082 -2.9837 0.0 -0.1 0.0 0.459
H -6.0727 2.1787 -1.2564 0.1 0.0 0.0 0.324
C -4.3678 1.0871 -0.5954 0.1 0.0 0.1 0.552
H 4.1332 1.9117 1.6728 -0.1 0.0 0.0 0.430
C -0.4822 2.1357 -1.0144 -0.3 0.1 0.5 -1.252
C 1.2696 3.0307 3.1170 0.0 0.0 0.0 -1.301
H 0.9305 3.6669 3.9286 0.0 0.0 0.0 0.469
H 1.1075 4.2485 -0.3005 -0.1 0.0 0.0 0.309
C 1.7430 -3.7499 -0.8724 0.1 -0.1 -0.2 0.570
C -5.1709 1.6549 -1.5584 0.0 0.1 0.1 -0.907
H 1.3794 -1.1087 -2.6346 0.0 0.0 0.0 0.486
C -4.8431 -1.6622 3.2141 -0.1 0.0 0.1 0.369
N -2.3502 -0.1079 0.1420 -0.6 0.1 -0.1 0.352
H -5.4208 -2.8716 4.9129 0.0 0.0 0.0 0.332
C 2.1149 1.4275 1.0652 0.0 0.1 0.1 -0.321
C 3.8557 2.3834 -4.0223 0.0 0.0 0.0 -0.739
C 0.9847 -5.3119 0.7748 0.0 -0.1 0.0 -0.566
C -2.5272 4.7954 0.8331 -0.1 -0.1 -0.1 -0.977
O 4.7493 -4.8737 -2.3581 0.3 -0.4 0.0 -0.672
H 0.1411 -1.9029 -4.9192 0.0 0.0 0.1 0.501
H -0.7208 2.5165 2.5422 0.0 0.0 0.0 0.494
```
Positions in Å, forces in eV/Å.

## Properties
* Kohn-Sham gap (spin up / spin down): 6.03 / 6.95 eV
* highest occupied orbital energy (spin up / spin down): -6.3940 / -7.3109 eV
* LUMO (spin up / spin down): -0.4 / -0.4 eV
* charge: 0
* spin multiplicity: 3

Entry 2:
ORCA calculation (wB97M-V/def2-TZVPD) on C52H43Cl3CoN7O3PS as an isolated structure.

Structure (XYZ):
```
111
Properties=species:S:1:pos:R:3:forces:R:3:mulliken_charge:R:1
C 2.4352 5.0702 2.3358 0.0 0.0 0.0 -0.268
H -5.0136 -2.2442 2.0112 0.0 0.0 0.0 0.591
H 5.2460 -3.9958 2.7776 0.0 0.0 0.0 0.424
C -0.1803 -4.3075 4.1102 0.0 0.0 0.0 -0.710
H -0.4953 -3.8341 5.0308 0.0 0.0 0.0 0.462
H -5.9450 -3.2434 -0.1176 0.0 0.0 0.0 0.419
C 1.3165 7.0554 1.4527 0.0 0.0 0.0 0.820
H -3.2418 -6.1892 -1.2187 0.0 0.0 0.0 0.434
H 0.9046 3.3563 4.8309 0.0 0.0 0.0 0.471
C -0.5143 2.9712 -4.6391 0.0 0.0 0.0 -1.137
C 2.5293 5.1620 0.9831 0.0 0.0 0.0 -0.622
C 0.5697 -6.2515 2.9066 0.0 0.0 0.0 -0.788
C 2.4841 -0.1476 -3.0736 0.0 0.0 0.0 -1.166
C 0.2763 -4.1555 1.7496 0.0 0.0 0.0 -0.311
H -3.0515 5.1906 -4.9679 0.0 0.0 0.0 0.475
C -2.1907 4.6947 -4.5436 0.0 0.0 0.0 -0.848
N -1.3234 3.3174 -0.3068 0.0 0.0 0.1 0.498
C -1.6142 3.6101 -5.1788 0.0 0.0 0.0 0.343
Cl -2.4311 6.5027 -2.6008 0.0 0.0 0.0 -0.193
C -2.5482 1.5409 -0.6404 0.0 0.0 0.0 -1.124
C 0.0848 4.9568 -1.4605 0.0 0.1 0.0 0.535
N -1.3061 1.1201 -0.2328 0.0 0.1 -0.1 0.932
C 0.6236 -5.5066 1.7401 0.0 0.0 0.0 -0.794
C 2.2688 0.1769 1.3739 0.0 0.0 0.0 -2.506
H -1.2261 -0.6050 -2.4923 -0.1 0.0 0.0 0.350
H -2.2530 -2.2181 -1.9939 0.0 0.0 0.0 0.371
C -1.6493 5.1401 -3.3483 0.0 0.1 0.0 0.787
O 2.8636 1.1961 1.0259 0.0 0.0 0.1 -0.589
C 4.6668 -3.1476 2.4383 0.0 0.0 0.0 -0.667
C 0.1618 -5.6508 4.0928 0.0 0.0 0.0 -0.588
C -2.0910 -5.4734 -2.8829 0.0 0.0 0.0 -0.591
H 2.0962 -4.4550 -0.8777 0.0 0.0 0.0 0.685
C -1.5982 1.2512 3.9425 0.0 0.0 0.1 -0.531
H 0.9317 -5.9814 0.8151 0.0 0.0 0.0 0.398
C -0.8259 4.6789 -0.2534 0.0 0.0 -0.1 -1.212
C -1.0141 -4.6894 -3.2748 0.0 0.0 0.0 -0.821
H -0.0713 2.1277 -5.1465 0.0 0.0 0.0 0.531
C 1.7321 6.6291 -1.0053 0.0 0.0 0.0 -1.318
C -2.9058 -2.2014 -1.1338 0.0 0.1 0.0 -0.581
C 1.8775 6.3168 0.4535 0.0 -0.1 0.0 0.118
N 0.6231 -0.5108 -1.6151 0.0 0.0 0.1 1.967
H 3.0425 4.4292 0.3753 0.0 0.0 0.0 0.420
C 4.4298 -1.1162 1.2104 0.0 -0.1 0.0 -0.315
C -2.7105 -0.9681 2.3170 -0.1 -0.1 -0.1 -0.248
H 2.8767 -3.7277 3.4913 0.0 0.0 0.0 0.364
Cl -2.2899 3.0450 -6.6759 0.0 0.0 0.0 -0.238
C -2.5727 2.9021 -0.6982 0.0 0.0 0.0 -1.206
H -1.6701 5.3636 -0.2596 0.0 0.0 0.0 0.301
H -2.6780 -6.0016 -3.6230 0.0 0.0 0.0 0.402
H 0.4243 2.2377 0.3041 0.0 0.0 0.0 1.131
C 2.0758 -3.4868 -0.3772 0.0 0.0 0.0 -1.405
H 4.8077 -0.3218 0.5821 0.0 0.0 0.0 0.532
H -3.3475 0.8480 -0.8439 0.0 0.0 0.0 0.509
H 0.5843 -3.4193 -2.6476 0.0 0.0 0.0 0.357
H 2.5493 -0.2552 -0.9318 0.0 0.0 0.0 -0.097
C 1.6566 -0.2018 -4.1830 0.0 0.0 0.0 -0.731
C 0.0033 3.4360 -3.4415 0.0 0.0 0.0 0.197
H -0.7565 -4.6030 -4.3231 0.0 0.0 0.0 0.468
C -4.4578 -2.2686 1.0847 0.0 0.0 0.0 -0.685
S 1.5534 6.3740 3.0035 0.0 0.0 0.0 -0.183
C 0.2972 -0.3826 -3.9840 0.0 0.0 0.0 -1.616
C -0.1681 -0.5173 -2.6871 0.0 0.1 0.0 -0.256
H 1.8631 7.6942 -1.1891 0.0 0.0 0.0 0.567
C 3.1171 -1.0533 1.6676 0.0 0.0 -0.1 1.152
Cl 0.4149 8.5031 1.2592 0.0 0.0 0.0 -0.218
H 3.5492 0.0117 -3.1709 0.0 0.0 0.0 0.546
H -1.4413 2.8170 5.4027 0.0 0.0 0.0 0.419
P 0.3796 -3.1250 0.2511 0.2 -0.2 0.1 2.585
H 0.8591 2.9305 -3.0073 0.0 0.0 0.0 0.341
C -0.5412 4.5261 -2.7697 0.0 0.0 0.0 -0.358
O 0.4360 6.3272 -1.5197 0.0 0.0 0.1 -0.269
C 0.3797 2.5726 4.2946 0.0 0.0 0.0 -0.860
C -4.9575 -2.8007 -0.0879 0.0 0.0 0.0 -0.766
H 6.2389 -2.2732 1.2581 0.0 0.0 0.0 0.455
C -0.2569 -4.0217 -2.3231 0.0 0.0 0.0 -0.447
H -0.3499 -2.4991 2.9594 0.0 0.0 0.0 0.023
H 2.7798 -3.5010 0.4484 0.0 0.0 0.0 0.314
H 2.3898 -2.7202 -1.0836 0.0 0.0 0.0 0.306
C -0.1171 -3.5570 2.9422 0.0 0.0 0.0 -0.520
H 2.0610 -0.0936 -5.1814 0.0 0.0 0.0 0.478
H -4.5069 -3.1581 -2.1711 0.0 0.0 0.0 0.519
H 0.1129 -6.2345 5.0034 0.0 0.0 0.0 0.390
N -1.5123 -0.4389 2.1132 0.2 -0.1 0.1 1.176
H 2.0590 2.1047 3.0338 0.0 0.1 0.0 0.493
C -0.5683 -4.1165 -0.9665 0.0 0.0 0.1 0.180
N 0.9381 0.0573 1.5988 0.0 0.0 -0.1 2.759
Co -0.4772 -0.8247 0.4804 -0.5 0.2 0.1 0.728
H 0.9879 4.3468 -1.3378 0.0 0.0 0.0 0.125
C 3.3487 -2.9941 2.8443 0.0 0.0 0.0 -0.252
C -3.1939 -1.6972 1.0828 0.0 0.0 0.0 0.485
H -1.9243 -4.9783 0.4599 0.0 0.0 0.0 0.458
C -0.9526 0.5508 2.9320 0.0 0.0 -0.1 0.129
H 2.4934 6.0844 -1.5759 0.0 0.0 0.0 0.305
C 1.9269 -0.3064 -1.8134 -0.1 -0.1 0.0 -0.373
C -0.5991 2.2104 -0.0440 0.1 0.0 0.0 -1.166
C 5.2139 -2.1895 1.5964 0.0 0.0 0.0 -0.746
H -2.6125 0.9861 4.1978 0.0 0.0 0.0 0.521
C -1.6537 -4.9027 -0.5861 0.0 0.0 0.0 -0.537
O -3.4632 -0.9024 3.2913 0.0 0.0 0.0 -0.842
C -2.4041 -5.5809 -1.5356 0.0 0.0 0.0 -0.870
N 2.5847 -1.9749 2.4649 0.0 0.0 0.0 -0.033
H -3.3435 3.6018 -0.9714 0.0 0.0 0.0 0.554
C -4.1696 -2.7534 -1.2272 0.0 0.1 0.0 -1.193
C -0.9318 2.2715 4.6192 0.0 0.0 0.0 -0.920
H -0.2767 4.8191 0.6768 0.0 0.0 0.0 0.214
H 0.8410 -7.2995 2.8921 0.0 0.0 0.0 0.419
H -0.3993 -0.4070 -4.8112 0.0 0.0 0.0 0.636
C 1.0360 1.8720 3.2873 0.0 0.1 0.1 -0.260
H 2.8289 4.3008 2.9773 0.0 0.0 0.0 0.518
N -2.4146 -1.6727 -0.0094 0.2 0.0 -0.1 1.535
C 0.3768 0.8657 2.5892 0.0 0.0 -0.1 -0.642
```
Positions in Å, forces in eV/Å.

## Properties
* Kohn-Sham gap (spin up / spin down): 6.53 / 6.49 eV
* highest occupied orbital energy (spin up / spin down): -6.3242 / -6.2877 eV
* LUMO (spin up / spin down): 0.2 / 0.2 eV
* charge: 0
* spin multiplicity: 2

Results for relative energy (zero: lowest compared OMol25 entry of this formula, charge and spin): 0.988, 0.000 (in eV, following the order of the records).